Entry 1:
{
  "formula": "C6H12O",
  "method": "the ωB97M-V functional and the def2-TZVPD basis",
  "fmax_ev_per_a": 0.276,
  "total_charge": 0,
  "smiles": "C=C(C)[C@H]1O[C@H]1C.[H][H]",
  "homo_lumo_gap_ha": 0.39369,
  "e_tot_ha": -310.9592,
  "species": ["C", "C", "C", "C", "O", "C", "C", "H", "H", "H", "H", "H", "H", "H", "H", "H", "H", "H", "H"],
  "coordinates": [[1.135, -0.625, -1.281], [1.008, 0.189, -0.232], [1.276, 1.669, -0.285], [0.666, -0.357, 1.123], [-0.303, 0.350, 1.889], [-0.621, -0.976, 1.473], [-1.769, -1.130, 0.510], [0.938, -1.693, -1.200], [1.442, -0.249, -2.255], [1.422, 2.014, -1.314], [0.440, 2.220, 0.161], [2.174, 1.917, 0.295], [1.539, -0.660, 1.710], [-0.602, -1.703, 2.291], [-1.785, -0.299, -0.199], [-2.721, -1.140, 1.054], [-1.687, -2.072, -0.047], [-1.543, 1.532, -1.860], [-1.009, 1.014, -1.833]],
  "forces_ev_per_angstrom": [[-0.1, 0.1, 0.1], [0.1, -0.2, -0.1], [0.0, 0.0, 0.0], [0.2, -0.1, -0.1], [-0.1, 0.1, 0.1], [-0.1, -0.2, 0.0], [0.0, 0.0, 0.0], [0.0, 0.2, 0.0], [-0.1, 0.0, 0.2], [0.0, -0.1, 0.2], [0.1, -0.1, -0.1], [-0.2, 0.0, -0.1], [-0.1, 0.1, -0.1], [0.0, 0.2, -0.1], [0.0, -0.2, 0.1], [0.2, 0.0, -0.1], [0.0, 0.2, 0.1], [0.0, 0.0, 0.0], [-0.1, 0.1, 0.0]],
  "nbo_charge": [-0.404, 0.003, -0.650, 0.015, -0.497, 0.075, -0.642, 0.200, 0.200, 0.217, 0.234, 0.222, 0.190, 0.179, 0.230, 0.219, 0.216, -0.001, -0.004]
}

---

Entry 2:
{
  "formula": "C6H12O",
  "method": "the ωB97M-V functional and the def2-TZVPD basis",
  "fmax_ev_per_a": 2.101,
  "total_charge": 0,
  "homo_lumo_gap_ha": 0.32790,
  "e_tot_ha": -310.9115,
  "species": ["C", "C", "O", "C", "C", "C", "C", "H", "H", "H", "H", "H", "H", "H", "H", "H", "H", "H", "H"],
  "coordinates": [[-0.364, 2.101, -0.092], [0.079, 0.651, 0.132], [0.817, 0.527, 1.324], [-1.355, -0.540, 0.269], [-0.675, -1.775, 0.700], [1.183, -1.408, -0.719], [0.920, 0.046, -0.959], [-1.240, 2.277, 0.536], [-0.654, 2.257, -1.135], [0.376, 2.883, 0.158], [0.395, 1.067, 2.003], [-2.030, -0.061, 1.000], [-1.919, -0.714, -0.665], [-0.549, -1.833, 1.800], [-0.843, -2.741, 0.260], [1.460, -1.880, -1.695], [1.992, -1.600, -0.017], [0.466, 0.285, -1.930], [1.941, 0.459, -0.969]],
  "forces_ev_per_angstrom": [[-0.3, -0.2, 0.0], [-1.3, -0.7, -0.1], [-0.3, 0.1, 0.2], [1.6, 1.2, -0.5], [1.4, 0.4, -0.8], [-0.7, -0.3, 0.7], [0.0, -0.1, 0.1], [-0.1, 0.2, -0.1], [-0.1, -0.1, 0.1], [0.0, -0.7, 0.0], [0.0, -0.1, 0.0], [0.4, -0.3, -0.1], [0.5, 0.6, 0.1], [0.8, 0.0, -0.9], [-0.6, 0.0, -0.2], [-0.9, -0.5, 0.9], [-0.2, 0.1, 0.1], [0.0, -0.3, 0.2], [-0.3, 0.6, 0.1]],
  "nbo_charge": [-0.663, 0.347, -0.726, -0.495, -0.335, -0.374, -0.519, 0.208, 0.221, 0.220, 0.468, 0.202, 0.209, 0.196, 0.204, 0.193, 0.191, 0.208, 0.245]
}

---

Entry 3:
{
  "formula": "C6H12O",
  "method": "the ωB97M-V functional and the def2-TZVPD basis",
  "fmax_ev_per_a": 0.675,
  "total_charge": 0,
  "smiles": "CCC[C@@H](C)C=O",
  "homo_lumo_gap_ha": 0.38806,
  "e_tot_ha": -311.0143,
  "species": ["C", "C", "C", "C", "C", "C", "O", "H", "H", "H", "H", "H", "H", "H", "H", "H", "H", "H", "H"],
  "coordinates": [[2.128, -0.037, -0.081], [1.068, 0.390, 0.975], [-0.504, 0.113, 1.102], [-1.357, -0.332, -0.121], [-1.664, 0.782, -1.114], [-0.454, -1.402, -0.640], [0.235, -1.308, -1.625], [3.042, 0.425, 0.310], [2.335, -1.109, -0.179], [1.975, 0.360, -1.090], [1.492, 0.037, 1.923], [1.172, 1.479, 0.990], [-0.915, 1.059, 1.462], [-0.695, -0.619, 1.899], [-2.298, -0.802, 0.217], [-1.942, 0.387, -2.097], [-2.489, 1.413, -0.759], [-0.784, 1.416, -1.245], [-0.344, -2.252, 0.075]],
  "forces_ev_per_angstrom": [[0.0, 0.1, 0.1], [-0.1, 0.2, 0.2], [0.1, 0.1, 0.1], [0.2, 0.0, -0.1], [0.1, 0.1, 0.0], [0.2, -0.1, -0.5], [-0.5, -0.4, 0.0], [0.0, -0.1, -0.2], [-0.3, 0.2, 0.1], [-0.2, -0.1, 0.3], [-0.2, 0.2, 0.0], [-0.1, -0.1, 0.1], [-0.1, -0.1, 0.1], [0.3, 0.1, -0.2], [0.4, 0.2, 0.1], [0.1, 0.0, 0.2], [0.2, -0.1, 0.0], [-0.1, 0.0, -0.1], [0.0, -0.1, -0.3]],
  "nbo_charge": [-0.608, -0.415, -0.395, -0.331, -0.611, 0.457, -0.535, 0.205, 0.210, 0.218, 0.206, 0.200, 0.221, 0.208, 0.218, 0.223, 0.211, 0.214, 0.104]
}

---

Entry 4:
{
  "formula": "C6H12O",
  "method": "the ωB97M-V functional and the def2-TZVPD basis",
  "fmax_ev_per_a": 3.772,
  "total_charge": 0,
  "homo_lumo_gap_ha": 0.22720,
  "e_tot_ha": -310.8491,
  "species": ["C", "C", "C", "C", "C", "C", "H", "H", "H", "H", "H", "H", "H", "H", "H", "H", "H", "H", "O"],
  "coordinates": [[0.018, 1.949, 0.957], [-0.217, 1.114, -0.291], [0.847, 1.822, -0.874], [-0.038, -1.023, -1.428], [-0.567, -0.242, -0.440], [-1.486, -0.840, 0.587], [-0.726, 1.791, 1.760], [-0.130, 3.015, 0.800], [0.930, 1.653, 1.511], [0.690, 2.450, -1.750], [1.886, 1.750, -0.584], [-0.619, -1.863, -1.756], [0.791, -0.630, -2.014], [-0.925, -1.225, 1.429], [-2.009, -1.678, 0.144], [-2.281, -0.171, 0.923], [1.222, -3.397, 0.541], [1.072, -1.981, -0.100], [1.542, -2.494, 0.584]],
  "forces_ev_per_angstrom": [[-1.0, -1.2, 2.8], [3.1, 1.1, 1.3], [-1.1, -0.7, -3.5], [-0.2, 1.1, 0.0], [-1.1, 0.3, -0.2], [-0.8, 0.0, -0.5], [-0.3, -0.4, -0.3], [0.6, 0.1, 0.0], [0.0, 0.5, -0.4], [0.3, -0.6, -0.7], [-0.1, 0.9, 1.4], [0.3, -0.6, 0.0], [-0.2, -0.2, -0.2], [0.2, 0.1, 0.2], [0.0, -0.4, -0.1], [0.3, 0.2, 0.1], [-0.1, 0.0, -0.2], [0.0, -0.3, 0.1], [0.3, 0.1, 0.3]],
  "nbo_charge": [-0.672, -0.171, -0.130, -0.558, 0.027, -0.649, 0.261, 0.216, 0.251, 0.182, 0.191, 0.207, 0.205, 0.236, 0.218, 0.213, 0.464, 0.482, -0.971]
}

---

Entry 5:
{
  "formula": "C6H12O",
  "method": "the ωB97M-V functional and the def2-TZVPD basis",
  "fmax_ev_per_a": 2.981,
  "total_charge": 0,
  "smiles": "C=C(C)C(=C)C.O",
  "homo_lumo_gap_ha": 0.36791,
  "e_tot_ha": -310.9765,
  "species": ["C", "C", "C", "C", "C", "C", "H", "H", "H", "H", "H", "H", "H", "H", "H", "H", "O", "H", "H"],
  "coordinates": [[-1.477, -0.669, 1.173], [-0.257, -1.116, 0.898], [0.842, -1.544, 1.834], [0.064, -1.090, -0.562], [0.450, 0.016, -1.189], [-0.385, -2.283, -1.384], [-2.087, -0.499, 0.308], [-1.913, -0.507, 2.132], [1.713, -1.737, 1.170], [0.675, -2.423, 2.427], [1.194, -0.904, 2.620], [0.577, 0.020, -2.296], [0.638, 0.990, -0.732], [-1.364, -2.691, -0.881], [0.172, -3.195, -1.352], [-0.588, -1.873, -2.360], [0.598, 5.208, -0.615], [0.803, 6.109, -0.909], [-0.186, 5.307, -0.057]],
  "forces_ev_per_angstrom": [[0.3, -0.4, -0.2], [0.1, 0.7, 0.4], [1.1, -0.5, -1.0], [-0.2, -0.4, -0.3], [0.3, 0.4, -1.0], [-2.4, -0.1, 1.8], [-0.5, 0.4, -0.1], [-0.1, -0.1, 0.7], [-0.3, -0.1, 0.7], [-0.6, -0.9, -0.2], [-0.2, 1.3, 0.0], [-0.1, -0.1, 0.9], [0.0, -0.5, 0.2], [1.3, 1.1, -1.2], [1.1, -0.2, -0.3], [-0.1, -0.7, -0.5], [-0.1, 0.4, 0.0], [-0.1, -0.4, 0.1], [0.2, 0.0, -0.2]],
  "nbo_charge": [-0.390, -0.014, -0.660, -0.014, -0.397, -0.642, 0.195, 0.197, 0.219, 0.225, 0.230, 0.189, 0.209, 0.212, 0.222, 0.220, -0.937, 0.468, 0.469]
}

---

Entry 6:
{
  "formula": "C6H12O",
  "method": "the ωB97M-V functional and the def2-TZVPD basis",
  "fmax_ev_per_a": 3.953,
  "total_charge": 0,
  "homo_lumo_gap_ha": 0.36805,
  "e_tot_ha": -310.9137,
  "species": ["C", "C", "C", "C", "C", "C", "O", "H", "H", "H", "H", "H", "H", "H", "H", "H", "H", "H", "H"],
  "coordinates": [[1.974, 0.499, -0.571], [1.179, -0.144, 0.572], [-0.271, -0.446, 0.205], [-0.605, -1.314, -0.953], [-1.419, -0.337, 1.219], [-1.237, 0.753, 0.230], [-0.836, 1.917, 0.886], [1.508, 1.435, -0.903], [2.037, -0.158, -1.446], [2.999, 0.731, -0.258], [1.163, 0.551, 1.419], [1.704, -1.043, 0.917], [0.288, -1.791, -1.412], [-1.388, -2.051, -0.805], [-1.501, -0.406, -1.721], [-1.190, -0.159, 2.275], [-2.222, -1.038, 1.047], [-1.805, 0.564, -0.961], [-0.382, 2.492, 0.260]],
  "forces_ev_per_angstrom": [[0.0, 0.0, -0.1], [-0.1, -0.1, 0.1], [-0.3, 0.6, 0.0], [-1.4, 1.3, -1.7], [-0.1, -0.6, -0.2], [-0.1, -0.8, -1.3], [-0.5, 0.2, -0.9], [0.0, -0.1, 0.1], [0.0, 0.1, 0.1], [-0.2, -0.1, 0.0], [0.0, -0.2, -0.1], [-0.2, 0.0, -0.1], [-0.8, 0.6, -0.3], [0.2, -0.3, 0.4], [2.7, -2.7, 0.8], [-0.1, 0.3, -0.5], [0.0, -0.1, 0.1], [0.8, 1.8, 3.4], [0.0, 0.0, 0.0]],
  "nbo_charge": [-0.601, -0.393, -0.152, -0.502, -0.426, 0.132, -0.696, 0.192, 0.204, 0.213, 0.220, 0.204, 0.221, 0.208, 0.112, 0.232, 0.214, 0.145, 0.474]
}